35
Properties=species:S:1:pos:R:3:forces:R:3 method="wB97M-V/def2-TZVPD" largest_force_ev_per_a=0.498 orbital_gap_ha=0.25488 molar_mass_g_mol=357.07 e_homo_ev=-7.42
Br 6.4264 -0.1846 -2.9235 -0.2 -0.1 0.0
Br 5.0818 -0.3553 0.1447 -0.1 0.0 0.0
Al 2.0073 -0.9185 -1.1802 0.1 0.0 0.0
O -1.3960 -1.9810 0.7938 -0.2 -0.2 0.3
N -1.9956 0.6659 2.0064 0.0 -0.1 0.1
C 4.5384 -0.5237 -2.6247 0.4 0.2 0.2
C -2.0836 -1.0079 0.0383 0.2 -0.2 -0.1
C 0.4675 1.4524 -2.7333 0.3 0.1 0.0
C -1.6929 0.3529 0.5576 0.2 0.1 -0.2
C -1.2364 -0.2281 2.9457 0.0 0.1 0.2
C -1.5406 2.0687 2.2466 0.0 0.0 0.0
C 3.9985 -0.5881 -1.4174 -0.4 0.1 0.0
C 3.8137 -0.7106 -3.9157 0.0 -0.2 -0.1
C 1.0046 0.5608 -2.1070 -0.1 -0.2 0.2
C -3.4518 0.5672 2.2862 0.1 0.0 0.0
H -0.4711 2.1211 2.0592 0.0 0.0 0.0
H 4.1335 -1.6488 -4.3757 0.0 0.0 -0.1
H -3.6284 0.8759 3.3139 0.0 0.0 0.0
H -2.1962 1.1173 -0.0342 0.1 0.0 0.0
H -1.2849 0.2220 3.9363 0.0 0.0 0.0
H -1.6979 -1.2058 2.9646 0.1 -0.1 -0.1
H -3.1638 -1.1924 0.0375 0.0 0.2 0.1
H -0.2054 -0.2981 2.6079 0.0 -0.1 -0.1
H -1.6962 -2.8651 0.5617 0.1 0.0 -0.2
H -0.6122 0.4744 0.4569 0.0 -0.1 -0.1
H 4.0344 0.0974 -4.6126 0.0 0.0 0.0
H 1.5727 -0.8863 0.3786 -0.1 0.1 0.1
H -3.9882 1.2188 1.6002 0.0 0.0 0.0
H 0.2086 2.2884 -3.3414 -0.2 -0.1 0.0
H -3.7686 -0.4631 2.1564 0.0 0.0 0.0
H 2.7358 -0.7624 -3.7739 0.0 0.0 0.1
H 1.6573 -2.3153 -1.9001 -0.1 0.0 0.0
H -2.0738 2.7324 1.5705 0.0 0.0 0.0
H -1.7562 2.3320 3.2789 0.0 0.0 0.0
H -1.7408 -1.0123 -1.0022 -0.1 0.1 0.0



41
Properties=species:S:1:pos:R:3:forces:R:3 method="wB97M-V/def2-TZVPD" charge=-3 largest_force_ev_per_a=1.822 orbital_gap_ha=0.12782 de_lowest_kj_mol=0.0 molar_mass_g_mol=442.08 e_homo_ev=2.34
Br -0.1831 5.1780 -0.5644 -0.2 -0.1 -0.1
Br 2.9554 3.5301 -0.4746 -0.1 -0.2 0.2
O -1.6096 0.2702 -2.3429 0.1 0.1 0.1
O -3.1581 1.9005 0.8239 0.5 -0.1 -0.7
O 2.7469 -2.2398 0.8860 0.0 0.1 -0.8
O 3.0757 -2.0255 3.0499 0.3 0.0 0.0
O -3.1378 -2.8090 -3.7785 -0.2 -0.3 -0.1
O 4.7425 -2.8053 1.7767 0.1 0.3 -0.3
O 0.4265 0.3024 -1.6004 0.1 0.1 0.1
O -1.1215 -0.7388 -0.4915 0.1 0.0 0.0
N -0.8018 -0.0593 -1.4816 0.2 -0.1 0.0
C 0.0996 3.2465 -0.8441 0.8 -0.1 0.4
C -2.5290 -2.6974 -4.9520 -0.8 -0.2 0.1
C 1.2313 2.7287 0.0212 -0.7 -0.5 -0.2
C 3.6314 -2.3596 1.8594 -0.5 -0.6 0.8
C -0.9971 -2.6699 -4.8570 0.2 0.1 -1.5
C 1.4029 -0.4129 3.6063 0.0 0.2 0.2
C -2.4297 2.3475 1.8165 -1.2 0.6 1.2
C 1.6776 -1.7106 2.8798 0.0 0.5 -0.4
C -1.2934 1.4686 2.3857 0.7 -0.7 -0.9
C 1.5401 -1.5793 1.3324 0.2 -0.4 1.4
H -0.5434 -2.5411 -5.8671 -0.2 0.0 0.0
H -0.3843 1.5536 1.7678 0.0 0.3 0.2
H -0.8147 2.6983 -0.6105 -0.2 0.2 0.0
H -1.9837 3.3867 1.6949 0.3 -0.1 -0.2
H -2.8571 -1.8055 -5.5673 0.2 0.3 0.1
H -1.4895 0.3963 2.2521 -0.6 0.1 0.2
H -1.0654 1.6853 3.4376 0.0 0.1 0.0
H 0.3838 3.1197 -1.8820 -0.3 0.0 -0.1
H 1.2356 -0.4867 4.6837 0.3 -0.4 0.0
H -0.6678 -1.7967 -4.2953 0.1 -0.4 0.6
H 1.0746 2.8301 1.0912 0.1 0.5 -0.1
H -0.6317 -3.6516 -4.5440 0.1 0.3 0.7
H 0.5302 0.1275 3.2399 0.1 -0.2 -0.4
H -3.1085 2.5353 2.7227 0.2 0.1 0.4
H 1.5398 -0.5468 0.9981 -0.1 0.0 -0.2
H 2.3050 0.1802 3.4431 -0.2 0.3 0.0
H -2.8116 -3.5316 -5.6816 0.3 -0.3 -0.2
H 0.6532 -2.1043 0.9971 0.1 0.2 -0.5
H 1.2420 1.6531 -0.1995 0.4 0.1 -0.2
H 1.1248 -2.5671 3.2682 -0.1 0.1 -0.1



38
Properties=species:S:1:pos:R:3:forces:R:3 method="wB97M-V/def2-TZVPD" largest_force_ev_per_a=2.988 smiles="O=S1(=O)CCCC1.O=S1(=O)CCCC1.BrCCBr" orbital_gap_ha=0.38635 de_lowest_kj_mol=128.2 molar_mass_g_mol=428.21 e_homo_ev=-10.12
Br 0.2932 0.1429 0.3494 0.5 -0.3 0.2
Br 2.8931 -3.7215 -0.0148 -0.8 0.5 0.4
S -2.8076 0.3807 2.0929 2.1 -0.4 2.0
S 3.0390 0.9663 -4.4292 -1.5 1.2 -1.8
O 2.7641 1.6344 -5.7378 1.1 -1.2 2.3
O -1.7855 1.4187 2.3879 -2.3 -1.3 -0.6
O 3.8154 -0.2594 -4.3369 -0.3 1.0 -0.1
O -3.3940 0.2041 0.8036 -0.5 0.7 -0.9
C -3.0337 -1.8525 3.5455 1.2 -1.0 -0.8
C 1.3941 0.7264 -3.6707 1.2 0.3 0.3
C 1.3351 -2.5350 0.3816 -0.3 -0.6 0.0
C 2.4451 2.4278 -2.1601 -1.0 0.5 -1.5
C -4.1386 0.2670 3.3739 -0.1 0.9 0.1
C 1.7508 -1.1394 0.0445 0.2 0.5 -0.8
C 3.6104 2.2296 -3.2143 0.0 -1.5 1.9
C -2.0802 -1.2161 2.5692 0.8 -0.4 -0.7
C -3.7202 -0.8328 4.3600 -0.8 0.4 0.4
C 1.1195 2.0048 -2.8677 0.2 -0.4 -0.5
H -3.7655 -2.3310 2.8947 -0.4 0.0 0.2
H -2.0408 -1.9122 1.7314 0.0 0.6 -0.5
H 4.3008 1.7193 -2.5427 0.7 -0.3 -0.7
H -5.0549 0.1225 2.8014 0.1 -0.4 0.1
H -4.2115 1.2364 3.8669 0.0 0.0 -0.1
H 0.8121 2.8186 -3.5245 -0.2 -0.1 -0.1
H -1.0352 -1.0416 2.8254 -0.2 0.2 0.6
H 0.6482 0.4762 -4.4251 0.3 0.0 0.0
H 0.9964 -2.6166 1.4145 0.7 -0.1 0.2
H -2.5897 -2.6806 4.0980 0.2 0.2 0.2
H 2.6621 -0.8643 0.5754 -0.4 0.2 0.3
H 2.5622 1.8402 -1.2495 0.4 -0.1 -0.2
H -3.1640 -0.3594 5.1691 0.4 -0.3 -0.1
H -4.4909 -1.4435 4.8303 -0.8 0.9 0.1
H 1.9809 -0.9989 -1.0117 0.0 -0.4 0.1
H 0.2798 1.6843 -2.2510 0.2 0.8 0.6
H 0.4830 -2.9301 -0.1716 0.3 0.2 -0.5
H 1.5632 -0.0961 -2.9757 -0.3 -0.2 -0.1
H 4.1709 3.0525 -3.6579 -0.8 0.1 -0.2
H 2.3927 3.4783 -1.8742 -0.1 -0.1 0.1